1.
Below is a structure of composition C26H60Ca3F6N5O14S2, with properties calculated with the ωB97M-V functional and the def2-TZVPD basis.

Atoms and positions in Å:
Ca: 1.22 -13.03 2.38
Ca: 1.90 -14.05 -1.22
Ca: 5.25 -13.79 -2.64
O: 4.04 -15.33 -1.24
C: 4.13 -15.81 0.09
C: 2.96 -15.89 1.10
O: 1.89 -14.96 1.06
H: 4.89 -15.17 0.53
H: 4.62 -16.78 0.13
H: 3.38 -15.97 2.10
H: 2.55 -16.87 0.84
O: 3.48 -12.34 -2.08
C: 3.35 -11.28 -1.13
C: 1.96 -11.06 -0.44
O: 1.30 -12.18 0.17
H: 3.64 -10.33 -1.57
H: 4.12 -11.38 -0.36
H: 1.31 -10.64 -1.21
H: 2.14 -10.24 0.26
C: 3.54 -16.68 -5.24
F: 3.93 -17.17 -4.10
F: 4.41 -16.71 -6.27
F: 2.48 -17.33 -5.62
S: 3.15 -14.75 -4.98
O: 2.24 -14.38 -6.08
O: 2.45 -14.68 -3.69
N: 4.76 -14.08 -4.77
S: 4.83 -13.30 -6.06
O: 4.91 -14.01 -7.35
O: 3.99 -12.10 -6.01
C: 6.63 -12.66 -5.85
F: 6.87 -11.80 -6.90
F: 6.70 -11.97 -4.68
F: 7.48 -13.69 -5.78
C: -2.14 -13.52 1.63
O: -0.97 -13.76 2.36
C: -1.31 -14.55 3.55
C: -0.06 -15.29 4.04
N: 0.91 -14.28 4.45
C: 2.26 -14.78 4.70
C: 3.40 -13.80 4.54
O: 3.33 -13.12 3.28
C: 4.61 -12.79 2.83
H: -1.87 -13.10 0.66
H: -2.73 -12.77 2.15
H: -2.67 -14.47 1.52
H: -2.14 -15.23 3.39
H: -1.75 -13.95 4.35
H: 0.32 -15.78 3.14
H: -0.36 -16.10 4.70
H: 0.51 -14.00 5.34
H: 2.49 -15.62 4.05
H: 2.26 -15.23 5.69
H: 4.34 -14.32 4.77
H: 3.24 -13.01 5.27
H: 4.90 -11.93 3.44
H: 4.65 -12.51 1.78
H: 5.40 -13.53 2.92
C: 2.00 -20.00 -1.21
O: 1.08 -18.90 -1.41
C: 1.39 -18.02 -2.46
C: 0.28 -17.02 -2.70
N: 0.20 -16.03 -1.58
C: -1.06 -15.28 -1.69
C: -1.06 -14.26 -2.83
O: 0.07 -13.44 -2.63
C: 0.26 -12.43 -3.62
H: 1.43 -20.90 -0.97
H: 2.67 -19.80 -0.38
H: 2.58 -20.29 -2.09
H: 1.67 -18.60 -3.34
H: 2.32 -17.47 -2.29
H: -0.64 -17.60 -2.76
H: 0.46 -16.60 -3.69
H: 0.05 -16.63 -0.78
H: -1.45 -14.84 -0.78
H: -1.85 -15.99 -1.96
H: -2.05 -13.82 -2.71
H: -0.91 -14.71 -3.81
H: 1.06 -11.73 -3.38
H: -0.67 -11.91 -3.85
H: 0.53 -12.93 -4.55
C: -5.45 -12.64 -0.40
C: -4.80 -11.84 -1.49
C: -3.38 -11.40 -1.19
O: -3.04 -10.31 -2.04
C: -1.73 -9.87 -1.83
N: -4.76 -12.67 -2.67
H: -6.40 -13.13 -0.63
H: -5.60 -12.00 0.47
H: -4.76 -13.47 -0.23
H: -5.56 -11.11 -1.78
H: -2.68 -12.23 -1.24
H: -3.30 -11.03 -0.17
H: -1.67 -9.44 -0.83
H: -1.50 -8.99 -2.43
H: -0.97 -10.65 -1.94
H: -5.68 -12.92 -2.98
H: -4.26 -12.24 -3.44
C: -2.55 -18.62 0.14
C: -1.47 -18.68 1.16
C: -1.20 -20.12 1.64
O: -0.13 -20.08 2.60
C: -0.06 -21.25 3.34
N: -0.32 -17.97 0.74
H: -2.25 -19.03 -0.82
H: -2.82 -17.57 0.00
H: -3.41 -19.09 0.61
H: -1.84 -18.20 2.07
H: -0.85 -20.71 0.79
H: -2.15 -20.41 2.10
H: 0.68 -21.96 2.99
H: -0.98 -21.84 3.35
H: 0.21 -20.95 4.35
H: 0.12 -18.57 0.06
H: 0.33 -17.94 1.51

As for the net charge: +1. For the highest occupied orbital energy, the calculation gives -10.23 eV.

Mulliken population analysis, charges in e, atoms 1 to 6: 1.68 0.12 1.50 -0.52 -1.32 -0.03

2.
Below is a cluster of 2 separate species, C4H10NOSe in total, with properties calculated with the ωB97M-V functional and the def2-TZVPD basis.

Atoms and positions in Å:
C: 0.64 -1.02 -1.01
C: -0.79 0.85 1.43
C: 1.65 1.93 0.27
C: -0.25 -1.77 -0.27
N: -1.58 -1.37 -0.26
O: 0.23 0.08 -1.67
Se: 1.11 0.52 1.14
H: 1.60 -1.50 -1.17
H: -1.24 -0.14 1.39
H: -1.06 1.36 2.35
H: -1.19 1.36 0.44
H: 0.99 2.65 -0.04
H: 2.71 2.14 0.00
H: 0.25 -2.39 0.47
H: 0.94 0.57 -2.05
H: -1.81 -1.29 -1.21
H: -2.20 -1.99 0.19

As for the net charge: +1. For the highest occupied orbital energy (alpha / beta), the calculation gives -12.25 / -12.25 eV.

Mulliken population analysis, charges in e, atoms 1 to 6: -0.31 -0.70 -0.65 -0.31 -0.36 -0.42

3.
Below is the molecule C5H3ClS, with properties calculated with the ωB97M-V functional and the def2-TZVPD basis.

Atoms and positions in Å:
C: -0.93 0.41 0.58
C: -0.32 1.59 0.02
C: -0.49 -0.82 0.25
C: 0.72 -1.16 -0.43
C: 1.71 -1.54 -1.02
H: 0.47 1.34 -0.71
H: -1.02 -1.66 0.66
H: 2.70 -1.86 -1.35
S: -0.61 3.13 0.25
Cl: -2.23 0.55 1.74

Its structure (SMILES) is C#C/C=C(/Cl)C=S. For the highest occupied orbital energy, the calculation gives -8.98 eV.

Mulliken population analysis, charges in e, atoms 1 to 6: 0.76 -0.41 -0.66 -0.70 0.36 0.23

4.
Below is a cluster of 2 separate species, C4H11O3 in total, with properties calculated with the ωB97M-V functional and the def2-TZVPD basis.

Atoms and positions in Å:
C: -1.64 -0.22 1.85
O: -1.09 -0.31 3.23
C: -0.54 -0.31 0.83
C: -0.72 0.52 -0.43
C: 0.30 0.01 -1.50
O: 1.57 0.00 -1.04
H: -2.42 -0.95 1.69
H: -2.05 0.78 1.88
H: -1.58 -1.04 3.60
H: -0.37 -1.37 0.57
H: 0.51 -0.18 1.14
H: -1.69 0.42 -0.93
H: -0.54 1.58 -0.22
H: 0.18 0.72 -2.35
H: -0.13 -0.95 -1.85
H: 3.96 0.88 -1.93
H: 2.70 0.09 -1.97
O: 3.53 0.32 -2.59

As for the net charge: -1. For the highest occupied orbital energy, the calculation gives -3.35 eV.

Mulliken population analysis, charges in e, atoms 1 to 6: -0.43 -0.54 -0.48 -0.48 -0.59 -0.86

5.
Below is the ion C27H27N2O2 with charge +1, with properties calculated with the ωB97M-V functional and the def2-TZVPD basis.

Atoms and positions in Å:
C: 5.19 4.81 -0.69
O: 5.23 3.42 -1.07
C: 4.15 2.61 -0.95
C: 4.42 1.21 -0.98
C: 3.39 0.30 -0.80
C: 2.05 0.72 -0.67
C: 0.94 -0.34 -0.63
C: -0.48 0.11 -0.28
C: -1.54 -0.69 -0.72
C: -2.86 -0.30 -0.50
C: -3.12 0.93 0.11
O: -4.45 1.29 0.30
C: -5.09 2.26 -0.48
C: -6.23 1.83 -1.17
C: -6.88 2.73 -2.02
C: -6.43 4.04 -2.14
C: -5.32 4.47 -1.40
C: -4.63 3.58 -0.57
C: -2.07 1.70 0.61
C: -0.76 1.21 0.52
C: 1.80 2.09 -0.76
C: 2.81 3.05 -0.84
H: 6.24 5.11 -0.72
H: 4.62 5.40 -1.42
H: 4.78 4.96 0.32
H: 5.45 0.88 -1.11
H: 3.63 -0.76 -0.79
H: 0.86 -0.65 -1.69
H: -1.35 -1.65 -1.21
H: -3.70 -0.94 -0.79
H: -6.58 0.81 -1.02
H: -7.75 2.38 -2.58
H: -6.93 4.73 -2.81
H: -4.99 5.51 -1.45
H: -3.77 3.89 0.03
H: -2.26 2.66 1.09
H: 0.05 1.70 1.06
H: 0.77 2.45 -0.76
H: 2.57 4.11 -0.82
C: 1.84 -6.50 1.38
N: 1.59 -5.24 2.06
C: 1.42 -5.41 3.49
C: 1.49 -4.04 1.43
C: 1.10 -2.86 2.13
C: 0.98 -1.66 1.47
N: 1.26 -1.54 0.13
C: 1.66 -2.65 -0.55
C: 1.77 -3.89 0.04
H: 1.77 -6.40 0.29
H: 2.84 -6.88 1.65
H: 1.10 -7.25 1.72
H: 1.69 -4.51 4.04
H: 0.38 -5.68 3.74
H: 2.07 -6.23 3.82
H: 0.85 -2.89 3.19
H: 0.58 -0.77 1.96
H: 1.80 -2.51 -1.62
H: 2.07 -4.73 -0.59

As for the net charge: +1. Its structure (SMILES) is COc1ccc([C@H](c2ccc(Oc3ccccc3)cc2)[n+]2ccc(N(C)C)cc2)cc1. For the highest occupied orbital energy, the calculation gives -10.75 eV.

Mulliken population analysis, charges in e, atoms 1 to 6: -0.81 -0.44 0.61 -0.87 -0.59 0.13

6.
Below is a structure of composition C28H29BN6OSiV, with properties calculated with the ωB97M-V functional and the def2-TZVPD basis.

Atoms and positions in Å:
H: 0.36 -2.54 -1.27
N: 1.34 -0.77 -2.04
B: 2.65 0.94 -3.39
N: 1.79 -0.38 -3.27
C: 1.38 -1.27 -4.18
V: 1.74 0.60 -0.37
H: 1.64 -0.94 -5.18
C: 0.71 -2.28 -3.52
H: 0.24 -3.12 -4.00
C: 0.72 -1.96 -2.14
H: 3.04 1.12 -4.48
C: 1.89 2.04 0.97
H: 1.46 1.54 1.88
H: 1.33 2.99 0.92
H: 2.90 2.39 1.31
N: 3.76 0.82 -2.31
N: 1.66 2.03 -2.93
N: 3.49 0.68 -0.98
N: 1.15 1.99 -1.68
C: 5.07 0.83 -2.42
C: 1.32 3.18 -3.58
H: 5.40 0.87 -3.48
H: 1.65 3.31 -4.60
C: 5.65 0.61 -1.17
C: 0.45 3.88 -2.71
C: 4.69 0.50 -0.27
C: 0.34 3.09 -1.52
H: 6.76 0.52 -1.06
H: 0.00 4.79 -2.94
H: 4.73 0.44 0.81
H: -0.18 3.33 -0.61
H: 1.99 -1.17 -1.21
O: -0.04 0.06 0.36
Si: -1.28 -0.47 1.22
C: -0.61 -0.93 2.86
C: 0.61 -1.62 2.91
C: 1.13 -1.90 4.18
C: 0.47 -1.54 5.36
C: -0.75 -0.86 5.27
C: -1.30 -0.56 4.02
C: -2.54 0.89 1.30
C: -2.40 1.94 2.22
C: -3.34 2.98 2.29
C: -4.43 3.00 1.41
C: -4.56 1.97 0.47
C: -3.64 0.92 0.44
C: -2.04 -2.00 0.45
C: -2.34 -3.13 1.23
C: -2.87 -4.29 0.66
C: -3.19 -4.33 -0.70
C: -2.96 -3.19 -1.48
C: -2.39 -2.04 -0.91
H: 1.13 -1.95 1.99
H: 2.07 -2.44 4.25
H: 0.90 -1.76 6.35
H: -1.28 -0.56 6.17
H: -2.26 -0.05 3.97
H: -1.53 1.96 2.90
H: -3.21 3.78 3.01
H: -5.16 3.81 1.45
H: -5.38 1.99 -0.24
H: -3.76 0.12 -0.30
H: -2.12 -3.11 2.30
H: -3.06 -5.17 1.28
H: -3.62 -5.23 -1.15
H: -3.20 -3.19 -2.54
H: -2.22 -1.16 -1.54

The spin multiplicity is 4. Its expectation value of S² is 3.7822. For the highest occupied orbital energy (alpha / beta), the calculation gives -6.10 / -8.20 eV.

Mulliken population analysis, charges in e, atoms 1 to 6: 0.57 0.74 0.25 -0.16 -0.05 0.20

7.
Below is a cluster of 2 separate species, FH4N2P in total, with properties calculated with the ωB97M-V functional and the def2-TZVPD basis.

Atoms and positions in Å:
N: 1.56 -0.44 0.66
N: -1.28 -0.15 0.31
F: 1.34 0.98 -1.44
P: 2.35 0.58 -0.18
H: 0.49 -0.52 0.62
H: -1.11 -1.00 -0.29
H: -2.28 -0.12 0.62
H: -1.06 0.67 -0.30

Its structure (SMILES) is [H]/N=P\F.N. For the highest occupied orbital energy, the calculation gives -10.42 eV.

Mulliken population analysis, charges in e, atoms 1 to 6: -0.50 -0.81 -0.32 0.41 0.52 0.25

8.
Below is a structure of composition C5H7NO, with properties calculated with the ωB97M-V functional and the def2-TZVPD basis.

Atoms and positions in Å:
O: -1.10 -0.74 -1.46
C: -0.22 -1.58 -1.18
C: 0.87 -1.37 -0.33
C: 0.58 0.93 -0.43
C: -0.44 1.61 0.42
C: -0.27 0.36 1.32
N: 0.74 -0.12 0.31
H: -0.28 -2.59 -1.61
H: 1.56 -2.12 0.03
H: 1.07 1.09 -1.38
H: -1.40 1.60 -0.12
H: -0.21 2.60 0.81
H: -1.13 -0.31 1.34
H: 0.14 0.53 2.31

For the highest occupied orbital energy, the calculation gives -7.53 eV.

Mulliken population analysis, charges in e, atoms 1 to 6: -0.65 0.18 -0.82 -0.04 -0.44 -0.42

no.,E (a.u.),strongest force on any atom (eV/Å)
1,-5782.06204,8.95
2,-2689.46116,3.10
3,-1050.59305,1.58
4,-384.71160,2.36
5,-1304.80473,1.66
6,-2746.49831,5.23
7,-553.14187,2.39
8,-324.59996,0.55